Entry 1:
A structure of composition C22H23BCl2F4N4O2RhS, computed with the ωB97M-V functional and the def2-TZVPD basis.

Each line ends with the natural charge from an NBO analysis.
Positions of all 60 atoms, in Å:
Rh (1.1513, 0.9273, -0.2930)  1.093
C (-2.1798, 1.5896, -2.1461)  -0.604
C (-2.3050, 0.2108, -1.4964)  -0.430
C (-2.5968, 0.3198, -0.0249)  -0.018
C (-3.8950, 0.6192, 0.3750)  -0.212
C (-4.2183, 0.7619, 1.7104)  -0.206
C (-3.2317, 0.6161, 2.6711)  -0.219
C (-1.9185, 0.3224, 2.3221)  -0.019
C (-0.8684, 0.1872, 3.4084)  -0.430
C (-1.0493, 1.1553, 4.5766)  -0.611
C (-1.6186, 0.1616, 0.9580)  0.203
N (-0.2800, -0.2073, 0.5876)  -0.437
C (0.1966, -1.3031, 1.0904)  0.203
C (1.5667, -1.5725, 0.9140)  -0.027
C (2.4723, -2.5790, 1.2478)  -0.251
C (3.7031, -2.1777, 0.7209)  -0.317
C (3.5052, -0.9444, 0.0842)  -0.026
N (2.2233, -0.6022, 0.2100)  -0.348
H (-1.9203, 1.4965, -3.2011)  0.212
H (-1.3997, 2.1787, -1.6644)  0.233
H (-3.1172, 2.1447, -2.0610)  0.191
H (-1.3932, -0.3607, -1.6564)  0.236
H (-3.1195, -0.3455, -1.9697)  0.197
H (-4.6569, 0.7368, -0.3877)  0.202
H (-5.2349, 0.9913, 2.0055)  0.202
H (-3.4851, 0.7445, 3.7145)  0.204
H (0.1196, 0.3425, 2.9793)  0.236
H (-0.8722, -0.8400, 3.7923)  0.199
H (-1.1371, 2.1791, 4.2119)  0.230
H (-0.1846, 1.1053, 5.2394)  0.215
H (-1.9343, 0.9272, 5.1724)  0.187
H (-0.4588, -1.9623, 1.6510)  0.202
H (2.2555, -3.4794, 1.8003)  0.212
H (4.6400, -2.7072, 0.7815)  0.211
H (4.2032, -0.3151, -0.4438)  0.221
C (1.0247, -3.6344, -5.6465)  -0.642
C (0.7822, -3.1879, -4.2340)  0.262
C (0.3760, -4.0742, -3.2403)  -0.357
C (0.1553, -3.5281, -1.9903)  0.095
N (0.3168, -2.2408, -1.7208)  -0.515
C (0.7461, -1.4699, -2.7269)  0.263
S (1.0267, 0.2329, -2.5062)  -0.063
N (0.9743, -1.9018, -3.9794)  -0.493
H (0.9586, -4.7175, -5.7430)  0.203
H (2.0082, -3.2994, -5.9744)  0.232
H (0.2886, -3.1746, -6.3074)  0.228
H (0.2354, -5.1278, -3.4364)  0.209
H (-0.1729, -4.1503, -1.1617)  0.183
F (0.6413, 3.0263, -1.2276)  -0.544
B (2.0136, 3.4365, -1.2834)  1.356
F (2.3562, 3.8989, -2.5192)  -0.536
F (2.7160, 2.1587, -1.0242)  -0.519
F (2.3042, 4.3119, -0.2639)  -0.547
Cl (0.3255, 4.8531, 3.6364)  -0.024
C (1.4580, 3.7055, 2.9068)  -0.307
Cl (2.3607, 2.8406, 4.1786)  -0.037
C (0.7680, 2.7305, 1.9213)  0.747
O (1.5822, 1.8206, 1.5278)  -0.738
O (-0.3905, 2.8918, 1.5965)  -0.643
H (2.1830, 4.2781, 2.3382)  0.252

Values from the calculation:
M: 668.1 u
Total charge: -1
Spin multiplicity: 1
LUMO level: 2.58 eV
DFT total energy: -83688.2235 eV



Entry 2:
A structure of composition C18H36CeN10OS in a non-equilibrium geometry, computed with the ωB97M-V functional and the def2-TZVPD basis.

Each line ends with the Löwdin charge.
Positions of all 67 atoms, in Å:
Ce (0.0037, -0.1873, 0.2523)  1.331
N (0.2694, 2.1262, -0.7550)  -0.043
C (0.1757, 3.0227, 0.4498)  -0.193
C (-1.2610, 3.3895, 0.7919)  -0.149
C (-2.0705, 2.2748, 1.4274)  -0.189
N (-2.2187, 1.1059, 0.4947)  -0.043
H (1.2312, 2.1606, -1.0912)  0.114
H (-0.2829, 2.5335, -1.5089)  0.135
H (0.7504, 3.9299, 0.2729)  0.150
H (0.6580, 2.5107, 1.2960)  0.116
H (-1.7726, 3.7531, -0.1069)  0.142
H (-1.2442, 4.2340, 1.4814)  0.149
H (-3.0510, 2.6545, 1.7102)  0.147
H (-1.5842, 1.9172, 2.3408)  0.123
H (-2.6167, 1.4529, -0.3785)  0.127
H (-2.9380, 0.4875, 0.8674)  0.109
S (1.1631, -2.7741, 0.7935)  0.837
C (0.4377, -2.5963, 2.3213)  -0.731
N (0.5011, -3.5829, 3.2473)  0.141
C (-0.0454, -3.4788, 4.4788)  0.063
C (-0.7075, -2.3279, 4.8147)  0.045
C (-0.7664, -1.3403, 3.8473)  -0.014
N (-0.2078, -1.4617, 2.6313)  -0.012
H (0.9965, -4.4338, 2.9908)  0.186
H (0.0702, -4.3265, 5.1445)  0.174
H (-1.1600, -2.1972, 5.7883)  0.151
H (-1.2794, -0.4098, 4.0607)  0.143
C (2.9939, -0.8061, -1.9125)  0.014
N (3.8754, -0.4572, -0.8082)  -0.036
C (5.3213, -0.6697, -1.0718)  -0.090
C (6.1335, 0.3322, -0.2817)  -0.117
C (5.7449, 0.2310, 1.1762)  -0.091
N (4.2748, 0.3604, 1.3242)  -0.032
C (3.8126, 0.9218, 2.5993)  0.025
C (3.4553, 0.0584, 0.3408)  -0.374
O (2.1496, 0.2761, 0.5049)  -0.260
H (3.1137, -0.1128, -2.7455)  0.124
H (1.9473, -0.8018, -1.6140)  0.036
H (3.2247, -1.8119, -2.2618)  0.125
H (5.4789, -0.5518, -2.1424)  0.144
H (5.5808, -1.6954, -0.8035)  0.149
H (5.9463, 1.3427, -0.6520)  0.139
H (7.1958, 0.1283, -0.4017)  0.147
H (6.1974, 1.0271, 1.7634)  0.145
H (6.0554, -0.7221, 1.6077)  0.149
H (3.9469, 2.0036, 2.6131)  0.118
H (4.4125, 0.4912, 3.3984)  0.115
H (2.7715, 0.6805, 2.7791)  0.077
C (-2.2200, -6.0087, -1.7061)  -0.057
C (-3.4899, -5.5831, -0.9741)  -0.395
C (-3.3586, -5.7210, 0.5371)  -0.063
C (-3.9400, -4.1803, -1.4007)  -0.050
N (-2.9067, -3.1465, -1.1102)  -0.022
C (-1.9074, -2.7233, -1.8955)  -0.019
N (-1.2248, -1.8302, -1.2112)  -0.041
N (-1.8245, -1.7525, -0.0101)  -0.191
N (-2.8317, -2.5388, 0.0723)  0.183
H (-2.0076, -7.0590, -1.5104)  0.102
H (-1.3453, -5.4389, -1.3633)  0.070
H (-2.3118, -5.8978, -2.7902)  0.093
H (-4.3140, -6.2192, -1.3068)  0.159
H (-2.5387, -5.1040, 0.9288)  0.056
H (-3.1363, -6.7573, 0.7920)  0.099
H (-4.2785, -5.4419, 1.0552)  0.093
H (-4.8440, -3.8650, -0.8854)  0.145
H (-4.1078, -4.1425, -2.4756)  0.146
H (-1.7270, -3.0503, -2.9108)  0.178

Values from the calculation:
M: 580.7 u
Total charge: +4
Spin multiplicity: 1
LUMO level: -14.93 eV
DFT total energy: -59926.2401 eV



Entry 3:
A cluster of 2 separate species, C28H44F6N3O3 in total in a non-equilibrium geometry, computed with the ωB97M-V functional and the def2-TZVPD basis.

Each line ends with the Löwdin charge.
Positions of all 84 atoms, in Å:
N (3.5794, 6.0326, 2.2981)  -0.055
C (3.5694, 4.7703, 3.1326)  -0.265
C (3.7185, 3.5217, 2.1326)  -0.205
C (4.3096, 2.1830, 2.8518)  -0.186
C (4.0651, 0.8514, 1.9670)  -0.121
C (3.0836, -0.2352, 2.6186)  -0.292
C (2.6105, -1.1660, 1.3543)  -0.166
O (1.7800, -0.4860, 0.4085)  -0.158
C (0.9301, -1.3835, -0.3477)  -0.174
C (-0.6352, -1.2324, -0.0550)  -0.085
C (-1.1869, 0.2634, -0.0966)  -0.269
O (-0.9842, 1.0502, -1.0525)  0.040
C (-2.0411, 0.7498, 1.1878)  -0.074
C (-1.7224, 2.0134, 2.0142)  -0.045
C (-2.4773, 2.4973, 3.2716)  -0.075
C (-3.6914, 1.6259, 3.7466)  -0.079
C (-4.0798, 0.3490, 2.9178)  -0.077
C (-3.2869, -0.0886, 1.6620)  -0.004
N (3.7624, -1.2582, 3.4922)  -0.008
C (5.0972, -0.8408, 3.9752)  -0.195
C (5.6000, -1.9444, 5.0619)  -0.119
F (5.4287, -1.3689, 6.3984)  -0.136
C (1.7386, 0.3619, 3.2307)  -0.186
F (1.2883, 1.4925, 2.4571)  0.047
F (0.7119, -0.6448, 3.1081)  0.053
C (1.7251, 0.8349, 4.7460)  -0.304
F (1.4768, 2.2449, 4.8112)  0.062
F (2.8355, 0.5765, 5.5456)  0.105
F (0.5973, 0.2385, 5.4020)  0.073
H (2.7340, 6.0937, 1.7174)  0.061
H (4.4315, 6.0821, 1.7250)  0.055
H (2.5871, 4.6809, 3.7148)  0.117
H (4.4969, 4.7975, 3.7949)  0.113
H (4.5122, 3.8170, 1.3417)  0.111
H (2.7580, 3.3267, 1.5494)  0.106
H (4.0098, 2.0921, 3.9459)  0.092
H (5.4573, 2.3451, 2.8522)  0.115
H (3.5193, 1.2415, 1.0212)  0.127
H (5.0425, 0.4027, 1.5441)  0.126
H (2.1697, -2.1701, 1.7267)  0.142
H (3.5958, -1.4532, 0.8195)  0.144
H (1.2010, -2.4821, -0.1969)  0.128
H (1.0984, -1.1256, -1.4627)  0.134
H (-0.8144, -1.6446, 1.0081)  0.115
H (-1.3015, -1.8571, -0.7526)  0.120
H (-0.8088, 2.6340, 1.6857)  0.094
H (-2.1394, 3.4417, 3.8358)  0.087
H (-4.2659, 1.9646, 4.6662)  0.071
H (-4.9738, -0.2523, 3.2825)  0.076
H (-3.6015, -1.0131, 1.0805)  0.104
H (3.8904, -2.1472, 2.9914)  0.109
H (5.9218, -0.8035, 3.1805)  0.116
H (5.1099, 0.1585, 4.5507)  0.125
H (6.7348, -2.1038, 4.9568)  0.117
H (4.9978, -2.9099, 5.0216)  0.120
C (-5.3431, -0.5046, -4.3234)  -0.053
C (-4.4965, -1.7878, -4.4523)  -0.516
C (-4.2532, -2.1006, -5.9466)  -0.166
C (-3.2913, -1.1562, -6.6606)  -0.199
C (-2.2526, -0.5301, -5.7338)  -0.159
C (-1.9805, -1.3228, -4.4360)  -0.523
N (-3.2494, -1.4956, -3.7264)  -0.220
O (-3.1123, -2.1829, -2.5192)  -0.321
C (-1.0532, -0.4438, -3.5768)  -0.054
C (-1.2292, -2.6277, -4.7730)  -0.045
C (-5.3484, -2.9569, -3.9099)  -0.070
H (-5.5620, -0.2826, -3.2756)  0.079
H (-6.3044, -0.6042, -4.8460)  0.065
H (-4.8326, 0.3661, -4.7424)  0.065
H (-3.8644, -3.1205, -6.0425)  0.097
H (-5.2068, -2.1080, -6.4925)  0.105
H (-2.7888, -1.7078, -7.4637)  0.097
H (-3.8532, -0.3567, -7.1559)  0.097
H (-1.3219, -0.3750, -6.2933)  0.106
H (-2.5980, 0.4760, -5.4690)  0.104
H (-1.5581, 0.4758, -3.2714)  0.074
H (-0.1532, -0.1547, -4.1343)  0.079
H (-0.7211, -0.9619, -2.6743)  0.033
H (-0.2883, -2.4057, -5.2931)  0.068
H (-1.8025, -3.2965, -5.4206)  0.063
H (-0.9681, -3.1879, -3.8710)  0.065
H (-6.2778, -3.0563, -4.4843)  0.067
H (-5.6395, -2.8057, -2.8678)  0.067
H (-4.8154, -3.9096, -3.9851)  0.071

Values from the calculation:
M: 584.7 u
Total charge: -1
Spin multiplicity: 1
LUMO level: 1.99 eV
DFT total energy: -56658.5770 eV



no.,gap between HOMO and LUMO (eV),highest occupied orbital energy (eV)
1,7.9,-5.32
2,5.0,-19.96
3,3.4,-1.46